No. 1
Entry from the Open Molecules 2025 dataset: a structure of composition C38H32Cl3N6O2P2S2Ti (wB97M-V/def2-TZVPD).

```
86
Properties=species:S:1:pos:R:3:nbo_charge:R:1
Ti 0.586 -1.424 -0.459 1.44
C -3.346 -2.487 0.213 -0.66
C -1.855 -2.333 0.235 0.14
N -1.127 -2.024 -0.883 -0.54
N -1.761 -1.826 -2.064 -0.33
C -1.084 -1.685 -3.133 0.30
N -1.620 -1.347 -4.325 -0.79
S 0.722 -1.910 -3.184 0.04
C -1.057 -2.577 1.351 0.06
C -1.481 -3.058 2.621 -0.22
C -0.561 -3.432 3.546 -0.20
C 0.822 -3.345 3.235 -0.28
C 1.199 -2.815 2.040 0.03
N 0.310 -2.379 1.118 -0.70
H -3.698 -2.491 -0.815 0.25
H -3.639 -3.413 0.700 0.23
H -3.836 -1.670 0.742 0.21
H -2.610 -1.466 -4.450 0.41
H -1.022 -1.385 -5.133 0.41
H -2.537 -3.130 2.823 0.23
H -0.861 -3.801 4.512 0.23
H 1.563 -3.687 3.935 0.23
H 2.251 -2.686 1.780 0.21
N -0.752 1.813 0.329 -1.28
P -0.476 0.367 1.249 1.18
C -1.347 0.872 2.771 -0.38
C -2.545 0.244 3.086 -0.19
C -3.236 0.603 4.229 -0.19
C -2.728 1.592 5.055 -0.18
C -1.538 2.229 4.737 -0.22
C -0.845 1.873 3.596 -0.14
C 1.260 0.533 1.828 -0.42
C 1.615 -0.121 3.010 -0.14
C 2.938 -0.174 3.409 -0.23
C 3.920 0.427 2.639 -0.19
C 3.574 1.106 1.482 -0.20
C 2.253 1.147 1.069 -0.19
P -0.621 1.615 -1.336 2.07
C -0.009 3.194 -1.960 -0.46
C 1.304 3.402 -2.362 -0.09
C 1.695 4.670 -2.759 -0.21
C 0.796 5.724 -2.728 -0.17
C -0.509 5.518 -2.311 -0.20
C -0.917 4.251 -1.935 -0.18
C -2.290 1.278 -1.968 -0.47
C -3.291 0.833 -1.111 -0.10
C -4.540 0.524 -1.620 -0.22
C -4.785 0.638 -2.981 -0.17
C -3.786 1.084 -3.834 -0.22
C -2.536 1.407 -3.334 -0.16
H -0.545 2.719 0.737 0.44
H -2.911 -0.539 2.436 0.22
H -4.162 0.106 4.474 0.22
H -3.258 1.865 5.954 0.23
H -1.146 3.000 5.384 0.23
H 0.093 2.356 3.355 0.21
H 0.847 -0.569 3.626 0.22
H 3.208 -0.688 4.317 0.23
H 4.951 0.382 2.950 0.23
H 4.331 1.608 0.900 0.23
H 1.986 1.674 0.158 0.22
H 2.009 2.579 -2.378 0.20
H 2.703 4.840 -3.099 0.23
H 1.113 6.708 -3.036 0.23
H -1.205 6.341 -2.287 0.23
H -1.933 4.069 -1.614 0.23
H -3.078 0.748 -0.051 0.21
H -5.330 0.188 -0.966 0.23
H -5.759 0.394 -3.378 0.23
H -3.987 1.188 -4.891 0.23
H -1.747 1.746 -3.993 0.25
Cl 7.041 -4.481 -1.013 0.05
C 5.630 -3.509 -1.090 -0.03
C 4.382 -4.102 -0.939 -0.24
C 3.255 -3.302 -0.932 -0.10
Cl 1.654 -3.939 -0.828 0.17
C 3.341 -1.901 -1.022 0.30
O 2.304 -1.120 -0.861 -0.82
C 4.613 -1.365 -1.282 -0.07
Cl 4.656 0.327 -1.591 0.04
C 5.753 -2.142 -1.307 -0.24
H 4.294 -5.169 -0.818 0.25
H 6.715 -1.693 -1.490 0.25
O 0.583 0.917 -3.826 -0.95
S 1.274 0.145 -2.806 1.49
N 0.364 0.349 -1.445 -1.40
```

As for the total charge: +1. As for the spin multiplicity: 1. As for the LUMO energy (alpha / beta): -2.66 / -2.65 eV. The HOMO energy (alpha / beta) is -8.68 / -8.67 eV. Its energy relative to the best compared isomer or geometry (same formula, charge and spin) is 117.5 kJ/mol. The HOMO-LUMO gap (alpha / beta) is 6.019 / 6.022 eV.

---

No. 2
Entry from the Open Molecules 2025 dataset: a cluster of 18 separate species, C26H29Cl51N3O3 in total (wB97M-V/def2-TZVPD).

```
112
Properties=species:S:1:pos:R:3:mulliken_charge:R:1
N -0.186 -4.633 1.379 -0.44
O -0.586 -3.381 2.006 -0.20
C -1.063 -2.497 1.086 -0.08
O -2.219 -2.228 0.940 -0.37
C -0.014 -1.786 0.249 0.26
C -0.268 -1.221 -0.992 -0.89
C 0.744 -0.591 -1.614 -0.30
N 1.956 -0.493 -1.075 0.29
C 2.243 -1.037 0.099 -0.32
C 3.629 -0.901 0.699 -1.05
C 3.561 -0.675 2.237 -0.86
C 2.626 0.482 2.611 0.29
N 1.386 0.267 3.288 -0.41
O 2.934 1.603 2.292 -0.49
C 1.259 -1.699 0.783 0.34
H -0.807 -5.315 1.810 0.31
H -0.449 -4.538 0.399 0.28
H -1.250 -1.278 -1.448 0.65
H 0.587 -0.143 -2.601 0.37
H 2.689 0.011 -1.566 0.39
H 4.243 -1.785 0.453 0.32
H 4.130 -0.035 0.246 0.50
H 3.289 -1.638 2.685 0.39
H 4.578 -0.445 2.569 0.54
H 1.425 -0.585 3.842 0.33
H 0.626 0.167 2.624 0.24
H 1.475 -2.136 1.747 0.93
C 1.980 0.594 -5.814 -0.03
Cl 2.325 0.164 -4.120 -0.18
Cl 3.212 -0.069 -6.876 -0.10
Cl 0.378 0.014 -6.238 -0.04
H 1.992 1.673 -5.907 0.32
C 4.572 4.207 3.983 0.42
Cl 6.166 3.987 3.252 -0.19
Cl 4.719 4.851 5.617 -0.14
Cl 3.578 5.262 2.984 -0.11
H 4.086 3.241 4.040 -0.09
C -3.478 1.300 -5.221 -0.10
Cl -2.440 1.120 -3.792 -0.08
Cl -2.918 0.258 -6.534 -0.15
Cl -5.152 0.959 -4.809 -0.07
H -3.414 2.326 -5.559 0.39
C -5.929 4.734 -2.618 0.04
Cl -7.383 4.537 -3.598 -0.12
Cl -4.819 3.388 -2.883 -0.02
Cl -5.143 6.275 -2.971 -0.13
H -6.220 4.732 -1.575 0.22
C -0.381 4.770 4.374 -0.07
Cl 0.549 6.232 4.056 -0.10
Cl -1.888 4.772 3.452 -0.12
Cl 0.593 3.345 3.995 -0.02
H -0.628 4.741 5.427 0.31
C -6.321 0.606 -0.163 0.21
Cl -4.899 -0.360 0.219 0.04
Cl -6.146 2.240 0.498 -0.13
Cl -6.618 0.676 -1.897 -0.01
H -7.176 0.139 0.306 -0.09
C 9.516 2.422 3.675 0.73
Cl 10.420 3.268 4.932 -0.12
Cl 10.369 2.491 2.136 -0.02
Cl 9.210 0.747 4.150 -0.15
H 8.564 2.919 3.549 -0.35
C -5.988 0.220 4.107 -0.12
Cl -4.541 -0.519 3.414 -0.01
Cl -7.403 -0.092 3.096 -0.08
Cl -6.268 -0.366 5.748 -0.12
H -5.834 1.291 4.153 0.34
C 4.753 8.669 1.475 0.65
Cl 6.352 8.872 2.190 -0.11
Cl 3.708 10.034 1.876 -0.13
Cl 4.872 8.466 -0.276 -0.13
H 4.311 7.773 1.888 -0.27
C 11.071 6.603 0.755 -0.05
Cl 12.434 5.853 -0.078 -0.11
Cl 9.588 6.421 -0.186 -0.12
Cl 10.872 5.916 2.368 -0.07
H 11.279 7.660 0.860 0.35
C 4.647 -5.176 -0.508 -0.12
Cl 6.186 -4.849 0.287 -0.11
Cl 3.470 -3.900 -0.125 -0.02
Cl 4.861 -5.319 -2.245 -0.09
H 4.261 -6.116 -0.133 0.33
C 6.621 -8.728 -3.378 0.03
Cl 6.485 -10.392 -2.814 -0.11
Cl 5.219 -8.286 -4.360 -0.13
Cl 6.802 -7.618 -2.016 -0.10
H 7.506 -8.650 -3.997 0.30
C -9.216 -2.728 -1.331 0.46
Cl -8.371 -2.002 -2.701 -0.12
Cl -9.023 -4.478 -1.339 -0.10
Cl -8.643 -2.051 0.203 -0.10
H -10.275 -2.503 -1.427 -0.16
C -13.000 -3.929 -3.022 0.29
Cl -12.127 -3.201 -4.371 -0.09
Cl -12.813 -5.681 -3.032 -0.12
Cl -12.439 -3.251 -1.485 -0.14
H -14.049 -3.700 -3.130 0.06
C -16.066 -3.076 -6.145 0.03
Cl -15.122 -2.384 -7.463 -0.11
Cl -15.913 -4.833 -6.121 -0.11
Cl -15.563 -2.391 -4.594 -0.12
H -17.107 -2.826 -6.303 0.33
C 12.906 0.577 -0.372 0.00
Cl 11.333 -0.136 -0.007 -0.11
Cl 13.720 -0.323 -1.653 -0.13
Cl 12.724 2.275 -0.818 -0.08
H 13.517 0.525 0.520 0.30
C -3.614 -3.497 5.515 0.11
Cl -2.895 -2.616 6.864 -0.12
Cl -2.633 -3.311 4.058 -0.02
Cl -3.811 -5.203 5.917 -0.13
H -4.594 -3.078 5.318 0.16
```

As for the total charge: +1. As for the spin multiplicity: 1. As for the LUMO energy: -4.79 eV. The HOMO energy is -12.09 eV. The HOMO-LUMO gap is 7.304 eV.

---

No. 3
Entry from the Open Molecules 2025 dataset: a structure of composition C23H20ClCoNO3P (wB97M-V/def2-TZVPD).

```
50
Properties=species:S:1:pos:R:3:lowdin_spin:R:1
C -1.332 -1.873 3.600 0.07
C -1.102 -2.504 2.400 0.00
C 0.268 -2.281 1.981 0.07
H -1.833 -3.117 1.834 0.00
C 0.944 -1.510 2.929 -0.03
C -0.024 -1.271 4.099 0.02
H 0.288 -1.646 5.096 0.00
H -2.276 -1.713 4.092 0.00
H 0.686 -2.698 1.051 0.00
H 2.010 -1.621 3.106 0.00
Co 1.179 0.890 3.277 2.71
Cl 2.856 2.004 2.153 0.05
P 0.092 0.416 -0.671 0.00
C 1.300 -0.693 -1.402 0.00
C 0.964 -1.523 -2.487 0.00
H -0.049 -1.507 -2.893 0.00
C 1.925 -2.368 -3.038 0.00
H 1.673 -2.998 -3.898 0.00
C 3.216 -2.417 -2.507 0.00
H 3.977 -3.062 -2.955 0.00
C 3.540 -1.637 -1.380 0.00
H 4.546 -1.697 -0.956 0.00
C 2.587 -0.794 -0.820 0.00
H 2.813 -0.202 0.073 0.00
C -1.569 -0.086 -1.106 0.00
C -1.951 -1.440 -0.960 0.00
H -1.251 -2.161 -0.538 0.00
C -3.222 -1.845 -1.342 0.00
H -3.498 -2.905 -1.273 0.00
C -4.147 -0.911 -1.824 0.00
H -5.119 -1.243 -2.192 0.00
C -3.824 0.455 -1.813 0.00
H -4.567 1.187 -2.131 0.00
C -2.560 0.873 -1.406 0.00
H -2.331 1.939 -1.323 0.00
C 0.433 2.087 -1.238 0.00
C 1.007 2.311 -2.502 0.00
H 1.323 1.469 -3.115 0.00
C 1.157 3.618 -2.975 0.00
H 1.562 3.800 -3.980 0.00
C 0.794 4.712 -2.180 0.00
H 0.878 5.737 -2.563 0.00
C 0.332 4.498 -0.867 0.00
H 0.097 5.351 -0.222 0.00
C 0.168 3.197 -0.401 0.00
H -0.155 3.025 0.625 0.00
O -1.621 0.412 6.201 0.28
N -0.423 0.372 6.093 0.41
O 0.441 1.234 6.172 0.27
O -0.202 0.138 4.179 0.16
```

As for the spin multiplicity: 5. As for the LUMO energy (alpha / beta): -0.55 / -1.50 eV. The HOMO energy (alpha / beta) is -7.48 / -7.47 eV. Its energy relative to the best compared isomer or geometry (same formula, charge and spin) is 81.7 kJ/mol. The HOMO-LUMO gap (alpha / beta) is 6.929 / 5.969 eV.

---

No. 4
Entry from the Open Molecules 2025 dataset: a cluster of 2 separate species, C3H8O2S in total (wB97M-V/def2-TZVPD).

```
14
Properties=species:S:1:pos:R:3:nbo_charge:R:1
O 1.230 0.588 2.385 -0.59
C 1.912 1.442 1.821 0.63
O 1.423 2.052 0.641 -0.71
H 3.027 1.704 2.093 0.14
H 0.781 1.290 0.441 0.49
C -1.561 -0.011 0.196 -0.72
S -0.345 0.272 -1.229 0.18
C -0.410 -1.383 -1.827 -0.81
H -2.601 0.282 -0.050 0.23
H -1.493 -1.157 0.499 0.23
H -1.070 0.514 1.010 0.23
H 0.196 -2.102 -1.330 0.22
H 0.308 -1.625 -2.711 0.25
H -1.398 -1.865 -1.937 0.23
```

As for the SMILES: O=CO.CSC. As for the spin multiplicity: 1. As for the LUMO energy: 0.86 eV. The HOMO energy is -8.99 eV. Its energy relative to the best compared isomer or geometry (same formula, charge and spin) is 172.1 kJ/mol. The HOMO-LUMO gap is 9.857 eV.

---

No. 5
Entry from the Open Molecules 2025 dataset: a cluster of 3 separate species, C14H34FN6O4 in total (wB97M-V/def2-TZVPD).

```
59
Properties=species:S:1:pos:R:3:nbo_charge:R:1
F -0.111 5.641 5.423 -0.16
N 0.950 4.946 4.951 -0.16
C 0.722 3.701 4.546 0.52
N 1.661 2.887 4.062 -0.46
C 1.012 1.770 3.786 0.29
N -0.274 1.851 4.085 -0.31
N -0.478 3.107 4.574 -0.36
H 1.844 5.411 4.913 0.43
H 1.472 0.891 3.367 0.26
H -0.999 1.166 3.923 0.48
H -1.371 3.460 4.878 0.46
C -5.465 1.924 -0.369 -0.25
O -4.564 1.135 -1.119 -0.56
C -3.767 1.861 -2.047 -0.07
C -2.313 1.842 -1.637 -0.24
N -2.096 2.613 -0.418 -0.62
C -0.772 2.460 0.167 -0.25
C -0.352 1.079 0.651 -0.09
O -1.081 0.616 1.789 -0.61
C -2.323 -0.023 1.502 -0.25
H -6.121 1.242 0.169 0.20
H -4.952 2.564 0.359 0.15
H -6.076 2.557 -1.018 0.18
H -4.132 2.887 -2.149 0.18
H -3.860 1.371 -3.019 0.19
H -1.709 2.272 -2.440 0.20
H -2.019 0.789 -1.526 0.17
H -2.795 2.349 0.265 0.35
H -0.711 3.148 1.019 0.18
H -0.032 2.800 -0.563 0.21
H 0.691 1.144 0.971 0.19
H -0.373 0.326 -0.138 0.20
H -2.287 -0.549 0.547 0.20
H -3.154 0.687 1.488 0.17
H -2.512 -0.751 2.292 0.19
C 1.173 -5.556 -1.596 -0.25
O 2.514 -5.131 -1.463 -0.56
C 3.165 -4.828 -2.691 -0.07
C 3.456 -3.349 -2.802 -0.24
N 2.228 -2.578 -2.946 -0.62
C 2.395 -1.135 -2.845 -0.25
C 2.910 -0.559 -1.531 -0.08
O 2.010 -0.695 -0.441 -0.57
C 2.065 -1.935 0.243 -0.25
H 0.848 -5.912 -0.620 0.19
H 0.507 -4.743 -1.911 0.16
H 1.084 -6.376 -2.314 0.18
H 2.566 -5.171 -3.540 0.18
H 4.113 -5.372 -2.705 0.19
H 4.088 -3.176 -3.677 0.20
H 4.034 -3.063 -1.912 0.16
H 1.563 -2.885 -2.248 0.35
H 1.422 -0.679 -3.047 0.20
H 3.067 -0.809 -3.644 0.20
H 3.040 0.517 -1.676 0.19
H 3.892 -0.960 -1.256 0.17
H 3.073 -2.355 0.239 0.18
H 1.372 -2.668 -0.177 0.17
H 1.766 -1.753 1.278 0.17
```

As for the total charge: +1. As for the spin multiplicity: 1. As for the LUMO energy: -2.98 eV. The HOMO energy is -10.53 eV. The HOMO-LUMO gap is 7.551 eV.

---

No. 6
Entry from the Open Molecules 2025 dataset: a cluster of 2 separate species, C5H10O2 in total (wB97M-V/def2-TZVPD).

```
17
Properties=species:S:1:pos:R:3:nbo_charge:R:1
C -1.764 -0.414 1.472 -0.72
C -1.206 0.156 0.195 0.58
O -1.720 1.078 -0.404 -0.54
C 0.065 -0.476 -0.352 0.00
C 1.277 0.461 -0.481 -0.44
C 1.911 -0.470 0.564 -0.06
O 0.746 -1.316 0.590 -0.53
H -2.719 0.062 1.698 0.23
H -1.884 -1.499 1.383 0.24
H -1.055 -0.250 2.290 0.24
H -0.198 -1.023 -1.269 0.21
H 1.754 0.456 -1.463 0.22
H 1.094 1.492 -0.171 0.22
H 2.105 -0.020 1.545 0.17
H 2.800 -1.020 0.237 0.18
H -0.429 1.397 -3.247 -0.03
H -0.777 1.388 -2.587 0.02
```

As for the SMILES: CC(=O)[C@H]1CCO1.[H][H]. As for the spin multiplicity: 1. As for the LUMO energy: 0.91 eV. The HOMO energy is -9.44 eV. Its energy relative to the best compared isomer or geometry (same formula, charge and spin) is 286.4 kJ/mol. The HOMO-LUMO gap is 10.351 eV.

---

E_tot
In order: -153888.2348, -676679.2680, -91240.1270, -18169.4608, -34905.7628, -9440.0743
Unit: eV